{
  "formula": "C6H8BrClO3S",
  "method": "wB97M-V/def2-TZVPD",
  "energy_ev": -105888.7922,
  "e_homo_ev": -8.5112,
  "largest_force_ev_per_a": 3.87,
  "orbital_gap_ev": 8.86,
  "molar_mass_g_mol": 275.55,
  "elements": ["C", "C", "C", "C", "C", "C", "O", "O", "O", "S", "Cl", "Br", "H", "H", "H", "H", "H", "H", "H", "H"],
  "xyz": [[-1.008299, 0.304148, 0.433682], [-1.901004, -1.799184, -0.868287], [-1.743499, -2.118490, 0.676943], [-2.037121, -0.704884, 0.124278], [1.161876, 2.585612, -0.300120], [2.609294, 0.162018, 1.051912], [-1.090778, 1.085177, 1.337710], [0.144513, 0.237192, -0.323214], [2.144728, 0.577939, -1.753096], [1.627751, 0.865481, -0.421096], [4.218200, 1.025411, 0.715672], [2.694137, -1.666269, 0.393752], [-0.916937, -2.038400, -1.298704], [-2.829888, -1.889092, -1.551114], [-2.428758, -2.560324, 1.381151], [-0.736013, -2.382649, 0.710655], [-2.994275, -0.362463, 0.222312], [0.833990, 3.016272, -1.330089], [0.393661, 2.468765, 0.422609], [1.858429, 3.193737, 0.375035]],
  "atomic_forces_ev_per_a": [[0.3125, 1.0528, 1.6852], [-1.2013, -0.7918, -0.2560], [-1.9961, 1.2324, -2.3268], [3.5832, -1.4336, -0.2957], [0.9654, 1.1183, 0.3885], [-0.5289, 1.2337, -0.6047], [-0.1667, 0.0677, -0.3564], [0.3764, -1.3719, -1.3900], [-1.0367, 0.3906, 1.2812], [1.0928, 0.0285, -1.2969], [-0.7020, -0.4278, 0.1076], [0.2208, -0.3936, 0.1406], [-0.7718, 0.6191, -0.2725], [1.7132, -0.4563, 1.4205], [-0.2185, -0.1414, -0.2945], [1.4778, -0.1780, 0.9580], [-2.2379, 0.8912, 0.6343], [0.8295, -0.8916, 2.0238], [-1.5404, 0.2552, 0.2269], [-0.1712, -0.8037, -1.7729]]
}